Molecular formula: C62H80N3O3PRbSSeTe
Method: DFT, ωB97M-V/def2-TZVPD

XYZ file:
```
153
Properties=species:S:1:pos:R:3
Rb -0.74 -0.98 -0.05
C 6.40 1.58 3.19
C 6.66 0.25 2.48
C 7.76 0.48 1.44
C 7.16 -0.75 3.53
C 5.41 -0.29 1.80
C 4.19 0.37 1.78
C 3.08 -0.12 1.12
Se 1.50 0.95 1.16
C 1.74 2.02 -0.43
C 2.89 2.75 -0.57
C 3.10 3.60 -1.66
C 2.07 3.68 -2.58
C 0.88 2.95 -2.50
C 0.68 2.05 -1.40
O -0.36 1.31 -1.30
C -0.14 3.18 -3.63
C -1.35 2.25 -3.64
C 0.54 3.00 -5.00
C -0.67 4.62 -3.54
C 4.42 4.35 -1.78
C 4.48 5.23 -3.03
C 5.58 3.35 -1.85
C 4.62 5.26 -0.56
C 3.10 -1.37 0.43
O 2.08 -1.86 -0.19
C 4.38 -2.05 0.43
C 5.45 -1.50 1.10
C 4.57 -3.33 -0.39
C 6.00 -3.89 -0.30
C 3.64 -4.45 0.08
C 4.30 -3.01 -1.86
H 7.31 1.93 3.68
H 5.62 1.49 3.96
H 6.08 2.35 2.49
H 8.67 0.86 1.92
H 7.44 1.20 0.69
H 8.02 -0.45 0.92
H 8.06 -0.37 4.02
H 7.40 -1.71 3.07
H 6.40 -0.93 4.29
H 4.07 1.32 2.29
H 3.65 2.65 0.20
H 2.18 4.35 -3.43
H -1.07 1.20 -3.67
H -1.95 2.48 -4.53
H -1.98 2.36 -2.76
H 0.99 2.01 -5.07
H 1.33 3.74 -5.18
H -0.19 3.10 -5.81
H -1.16 4.79 -2.58
H -1.40 4.82 -4.33
H 0.14 5.35 -3.62
H 4.37 4.64 -3.94
H 5.44 5.75 -3.07
H 3.69 5.99 -3.03
H 5.47 2.70 -2.72
H 5.60 2.71 -0.97
H 6.54 3.87 -1.92
H 3.82 5.99 -0.49
H 5.57 5.79 -0.62
H 4.62 4.68 0.37
H 6.40 -2.02 1.07
H 6.28 -4.15 0.72
H 6.74 -3.18 -0.68
H 6.06 -4.79 -0.91
H 3.86 -4.71 1.12
H 3.78 -5.34 -0.53
H 2.61 -4.13 0.01
H 5.00 -2.26 -2.22
H 3.29 -2.63 -1.98
H 4.42 -3.92 -2.47
C -0.54 -1.55 -5.26
P -0.33 -1.60 -3.44
C 1.29 -0.77 -3.28
C 0.10 -3.36 -3.20
C 1.36 -3.89 -3.48
C 1.64 -5.23 -3.25
C 0.65 -6.07 -2.75
C -0.60 -5.56 -2.46
C -0.87 -4.21 -2.69
H 0.33 -1.95 -5.79
H -0.68 -0.51 -5.56
H -1.42 -2.11 -5.56
H 2.00 -1.09 -4.05
H 1.71 -0.97 -2.29
H 1.14 0.31 -3.35
H 2.15 -3.25 -3.85
H 2.63 -5.61 -3.45
H 0.87 -7.11 -2.55
H -1.37 -6.19 -2.02
H -1.84 -3.81 -2.41
C -10.65 -0.93 -0.78
C -9.22 -0.89 -0.35
C -8.82 -1.41 0.87
C -7.49 -1.37 1.29
C -7.17 -1.95 2.64
C -6.51 -0.80 0.47
Te -4.47 -0.77 1.14
N -2.29 -0.45 2.37
C -1.82 -0.15 3.54
O -0.58 -0.14 3.80
C -2.79 0.23 4.62
C -2.51 1.33 5.42
C -3.38 1.70 6.44
C -4.53 0.95 6.68
C -4.80 -0.16 5.90
C -3.94 -0.52 4.87
C -4.34 1.34 0.90
C -3.40 1.84 0.02
C -3.25 3.21 -0.17
C -4.08 4.09 0.51
C -5.02 3.59 1.40
C -5.16 2.21 1.62
C -6.16 1.74 2.64
C -6.90 -0.28 -0.78
C -5.93 0.34 -1.74
C -8.24 -0.33 -1.16
H -11.29 -1.34 0.01
H -10.79 -1.55 -1.67
H -11.03 0.06 -1.03
H -9.56 -1.85 1.53
H -8.09 -2.19 3.18
H -6.58 -1.26 3.24
H -6.58 -2.87 2.56
H -1.60 1.88 5.23
H -3.17 2.57 7.05
H -5.20 1.24 7.48
H -5.69 -0.76 6.09
H -4.15 -1.37 4.23
H -2.71 1.21 -0.54
H -2.48 3.56 -0.84
H -3.99 5.16 0.38
H -5.65 4.27 1.95
H -6.50 2.59 3.24
H -5.72 1.00 3.31
H -7.03 1.28 2.17
H -4.91 0.02 -1.57
H -5.95 1.43 -1.66
H -6.20 0.07 -2.77
H -8.52 0.08 -2.12
S -1.98 -4.23 0.89
C -0.77 -3.72 1.95
N 0.50 -3.46 1.57
C 1.25 -2.79 2.63
C 0.36 -3.03 3.86
N -0.87 -3.57 3.28
H 0.69 -3.27 0.60
H 1.40 -1.73 2.41
H 2.23 -3.26 2.74
H 0.15 -2.10 4.37
H 0.81 -3.76 4.54
H -1.78 -3.36 3.64
```

Summary:
multiplicity: 2
expectation value of S²: 0.76
charge: -2
energy relative to the best compared isomer or geometry (same formula, charge and spin): 10.7 kJ/mol
gap between HOMO and LUMO (alpha / beta): 5.41 / 5.41 eV

Molecular formula: C9H6NO3
Method: DFT, ωB97M-V/def2-TZVPD

XYZ file:
```
19
Properties=species:S:1:pos:R:3
O -0.87 -1.89 3.25
C -0.27 -0.93 2.54
C -1.02 -0.28 1.52
O -2.28 -0.61 1.37
C -0.46 0.64 0.47
C -0.81 0.32 -0.91
C 0.03 0.67 -1.91
C 1.38 1.10 -1.68
C 1.90 1.23 -0.45
C 1.00 1.12 0.69
N 1.48 0.39 1.82
C 1.05 -0.47 2.58
O -0.10 2.01 0.69
H -0.52 -1.97 4.16
H -2.56 -1.32 1.97
H -1.74 -0.19 -1.09
H -0.28 0.53 -2.94
H 2.02 1.24 -2.54
H 2.95 1.43 -0.26
```

Summary:
structure (SMILES): OC1=C(O)[C@]23C=CC=C[C@@]2([N+]#C1)O3
charge: +1
energy relative to the best compared isomer or geometry (same formula, charge and spin): 26.4 kJ/mol
gap between HOMO and LUMO (alpha / beta): 6.10 / 6.10 eV

Molecular formula: H66O33
Method: DFT, ωB97M-V/def2-TZVPD

XYZ file:
```
99
Properties=species:S:1:pos:R:3
O 7.50 8.86 9.96
H 7.77 8.02 9.53
H 7.29 9.48 9.30
O 7.06 11.33 8.71
H 6.39 11.73 8.15
H 7.87 11.66 8.24
O 15.87 11.46 6.74
H 15.46 10.86 6.11
H 16.75 11.64 6.42
O 14.03 5.72 9.36
H 14.48 5.05 8.91
H 14.22 6.63 8.88
O 14.31 8.47 15.51
H 14.64 9.34 15.25
H 13.60 8.64 16.20
O 11.90 12.01 15.86
H 12.38 11.95 15.03
H 10.98 12.23 15.64
O 8.99 11.93 15.27
H 8.80 12.65 14.58
H 8.53 11.24 14.81
O 14.03 9.38 5.85
H 13.72 8.77 5.13
H 13.29 10.07 5.85
O 8.09 9.63 13.47
H 7.81 8.73 13.60
H 8.98 9.73 13.79
O 10.25 8.88 7.72
H 9.77 8.13 8.14
H 10.90 9.12 8.43
O 11.97 11.28 8.47
H 12.89 11.55 8.32
H 11.73 11.86 9.21
O 15.16 10.86 14.07
H 14.54 11.53 13.69
H 15.66 11.36 14.73
O 15.00 13.57 11.62
H 14.76 14.38 11.19
H 15.24 12.93 10.92
O 13.09 12.55 13.15
H 13.69 12.96 12.47
H 12.76 11.72 12.73
O 11.74 10.89 5.74
H 11.00 10.33 5.51
H 11.52 11.40 6.53
O 9.42 11.80 7.50
H 9.95 12.50 7.96
H 9.77 10.92 7.77
O 7.93 11.97 11.54
H 7.42 11.64 10.77
H 7.87 11.28 12.20
O 14.37 8.01 8.45
H 14.31 8.60 9.25
H 14.16 8.46 7.56
O 11.73 7.19 13.23
H 12.39 6.55 13.44
H 11.00 6.63 12.91
O 11.74 6.78 10.53
H 12.32 6.19 10.02
H 12.20 6.98 11.38
O 15.12 7.02 11.75
H 14.73 6.45 11.08
H 15.10 6.42 12.54
O 12.48 9.73 17.56
H 11.70 9.68 18.13
H 12.57 10.59 17.19
O 8.61 13.99 13.54
H 8.06 13.72 12.77
H 9.50 14.07 13.13
O 14.70 6.08 14.38
H 14.55 6.85 14.99
H 15.18 5.42 14.87
O 10.28 9.42 10.61
H 9.33 9.50 10.56
H 10.48 8.45 10.43
O 14.53 9.50 10.89
H 14.98 8.76 11.43
H 13.66 9.75 11.30
O 15.74 11.79 9.92
H 15.52 11.01 10.48
H 16.14 11.52 9.08
O 11.06 9.56 14.36
H 11.33 8.65 14.34
H 11.36 9.89 15.22
O 9.53 5.17 12.87
H 8.99 5.34 12.05
H 9.28 4.25 13.14
O 11.38 14.65 12.99
H 11.74 15.37 13.47
H 12.06 13.93 12.95
O 10.54 13.16 10.55
H 9.74 12.78 10.97
H 10.89 13.86 11.10
O 8.96 6.14 10.28
H 9.84 6.34 10.58
H 9.32 5.59 9.54
O 12.29 10.26 12.08
H 12.12 9.79 12.88
H 11.48 10.16 11.58
```

Summary:
charge: 0
energy relative to the best compared isomer or geometry (same formula, charge and spin): 10.5 kJ/mol
gap between HOMO and LUMO: 10.54 eV

Molecular formula: C3H6NO2
Method: DFT, ωB97M-V/def2-TZVPD

XYZ file:
```
12
Properties=species:S:1:pos:R:3
C 0.68 -0.01 0.84
C 0.25 2.25 1.31
N 0.53 1.05 1.85
H 1.06 -0.92 1.31
H -0.29 -0.11 0.37
H 1.43 0.29 0.05
H 0.41 2.52 0.27
H 0.03 3.06 2.01
O -1.53 -2.39 -3.13
C -1.07 -2.05 -2.02
O -1.54 -1.81 -0.89
H 0.05 -1.89 -1.96
```

Summary:
multiplicity: 2
expectation value of S²: 0.75
charge: -2
energy relative to the best compared isomer or geometry (same formula, charge and spin): 41.4 kJ/mol
gap between HOMO and LUMO (alpha / beta): 3.18 / 7.93 eV

Molecular formula: C19H50FN14O24S
Method: DFT, ωB97M-V/def2-TZVPD

XYZ file:
```
109
Properties=species:S:1:pos:R:3
C 3.18 1.10 -0.50
C 2.38 -0.25 0.03
C 2.27 -1.27 -1.24
C 1.02 0.03 0.87
N -0.16 0.56 0.16
C -0.08 1.97 -0.34
N 0.50 2.91 0.52
N -0.53 2.50 -1.69
C -1.68 1.71 -2.28
C -1.24 0.13 -2.23
C -0.95 -0.39 -0.67
S -2.58 -0.71 0.27
O -2.36 -0.55 1.82
O -3.06 -2.16 0.02
F -3.84 0.35 -0.17
H 2.54 1.55 -1.40
H 3.32 1.88 0.37
H 4.21 0.75 -0.98
H 3.15 -0.77 0.79
H 1.73 -2.29 -0.94
H 3.35 -1.61 -1.61
H 1.71 -0.76 -2.14
H 0.71 -1.01 1.37
H 1.28 0.74 1.79
H 0.02 3.26 1.38
H 1.46 3.26 0.23
H -0.86 3.50 -1.49
H -2.73 1.95 -1.83
H -1.75 2.01 -3.43
H -0.20 0.06 -2.80
H -1.99 -0.56 -2.82
H -0.47 -1.47 -0.81
C -3.89 -3.49 2.67
N -4.25 -4.86 3.14
O -5.45 -5.13 3.22
O -3.31 -5.62 3.41
H -4.80 -2.93 2.47
H -3.31 -3.01 3.47
H -3.29 -3.60 1.76
C -4.07 1.47 -6.25
N -2.89 0.73 -5.74
O -1.83 1.36 -5.62
O -3.05 -0.46 -5.47
H -3.78 2.51 -6.45
H -4.39 0.98 -7.18
H -4.85 1.43 -5.49
C -4.13 -0.53 4.96
N -4.17 -1.30 6.23
O -3.27 -2.12 6.42
O -5.11 -1.07 7.00
H -3.26 -0.84 4.38
H -5.05 -0.75 4.41
H -4.07 0.53 5.22
C -7.78 -2.76 7.69
N -9.08 -2.52 8.36
O -9.19 -2.90 9.53
O -9.96 -1.94 7.70
H -7.11 -3.27 8.38
H -7.97 -3.39 6.81
H -7.37 -1.79 7.40
C -5.68 5.60 -5.07
N -4.94 4.40 -5.53
O -4.00 4.00 -4.82
O -5.30 3.88 -6.59
H -5.25 5.94 -4.13
H -5.58 6.36 -5.84
H -6.73 5.30 -4.93
C 6.35 -4.45 -2.22
N 5.66 -3.25 -1.68
O 4.42 -3.20 -1.80
O 6.37 -2.38 -1.16
H 5.60 -5.12 -2.65
H 7.05 -4.11 -2.99
H 6.87 -4.93 -1.39
C -1.18 7.12 -0.40
N -0.44 5.91 -0.86
O 0.50 5.52 -0.15
O -0.80 5.40 -1.92
H -0.75 7.46 0.54
H -1.08 7.88 -1.18
H -2.23 6.82 -0.27
C 8.03 0.02 -2.35
N 8.97 -0.24 -3.46
O 8.62 -1.06 -4.32
O 10.05 0.37 -3.44
H 7.13 -0.59 -2.49
H 8.53 -0.25 -1.42
H 7.78 1.08 -2.37
C -8.10 -5.96 10.92
N -6.63 -6.12 10.74
O -5.95 -6.29 11.75
O -6.21 -6.06 9.58
H -8.33 -6.03 11.99
H -8.38 -4.98 10.53
H -8.59 -6.77 10.37
C 9.53 -0.19 -7.47
N 10.47 -0.46 -8.58
O 10.12 -1.27 -9.44
O 11.55 0.16 -8.56
H 8.63 -0.80 -7.61
H 10.03 -0.46 -6.54
H 9.28 0.87 -7.49
C 8.20 3.46 0.35
N 8.08 1.98 0.21
O 7.01 1.46 0.56
O 9.06 1.38 -0.25
H 7.26 3.85 0.76
H 9.03 3.66 1.02
H 8.38 3.87 -0.65
```

Summary:
charge: +1
gap between HOMO and LUMO: 7.01 eV

| no. | DFT total energy (Eh) |
| --- | --- |
| 1 | -6233.721012 |
| 2 | -626.571743 |
| 3 | -2522.696844 |
| 4 | -323.007183 |
| 5 | -3822.806648 |